1.
ORCA calculation (ωB97M-V with the def2-TZVPD basis set) on 13 unconnected molecules or ions with the total composition C3H33O13.

CARTESIAN COORDINATES (ANGSTROEM)
O1 1.01965 3.01340 -4.11550
O2 -1.50057 3.53602 1.39325
O3 -3.17305 1.56290 -0.18471
O4 -1.19514 -3.97351 -2.61515
O5 2.86007 1.29736 0.70739
O6 1.55878 -0.95265 3.71685
O7 -1.46329 -0.94203 -3.43705
O8 2.18201 3.79703 -0.91625
O9 2.24419 -2.38836 1.70005
O10 3.23410 -2.13339 -2.36179
O11 -3.64566 0.32880 2.68074
O12 1.66293 -0.81155 -0.38765
O13 -2.64818 -3.10029 3.14737
C1 0.29819 -0.44458 -0.49322
C2 -0.37051 -0.34840 0.87751
C3 0.19300 0.87456 -1.29922
H1 -1.41447 -0.04085 0.93824
H2 -0.34387 -1.34152 1.33815
H3 -1.84219 2.77697 0.90076
H4 2.66175 -2.89002 -2.51886
H5 0.84705 1.70050 -1.01166
H6 0.56868 0.78912 -2.32356
H7 -2.77612 0.83527 -0.67606
H8 -3.66766 1.00754 1.99589
H9 1.87393 -3.28804 1.66247
H10 -0.69295 -3.19497 -2.37027
H11 -3.25692 -3.19638 3.88837
H12 1.97700 -1.07467 4.58069
H13 2.34849 0.45502 0.40794
H14 1.90451 -1.86960 0.88292
H15 -2.22450 3.80068 1.97004
H16 1.93432 -1.90290 2.54167
H17 -3.79645 1.96428 -0.80309
H18 1.10113 2.21602 -3.58489
H19 -2.13576 -2.31266 3.35639
H20 2.70063 -1.52230 -1.82249
H21 -4.10706 -0.42225 2.29088
H22 0.19993 0.34000 1.51005
H23 1.90393 3.16034 -4.46844
H24 2.58194 4.60813 -0.58144
H25 -0.86444 1.09889 -1.42585
H26 3.27243 1.76825 -0.04566
H27 2.29820 1.88734 1.24144
H28 0.77055 -0.42244 3.89338
H29 -0.20099 -1.22010 -1.08338
H30 -0.85547 -1.42467 -2.87836
H31 -1.02832 -4.60163 -1.90339
H32 1.33335 4.07846 -1.28248
H33 -2.32716 -1.07711 -3.03199

Cartesian forces (eV/Å) of the 2 atoms listed first:
0.065 0.109 0.181
0.155 -0.212 0.034

Calculated values
Highest occupied orbital energy   -0.480 hartree
Spin multiplicity   1
HOMO-LUMO gap   9.68 eV
Max |F|   0.0472 hartree/bohr
Total energy   -30255.9212 eV
Energy above the lowest of the compared OMol25 structures with the same formula, charge and spin   161.08 kJ/mol
Charge   +1

---

2.
ORCA calculation (ωB97M-V with the def2-TZVPD basis set) on a molecular structure, C6H10N2.

CARTESIAN COORDINATES (ANGSTROEM)
N1 -0.28165 -2.20803 0.63188
N2 -1.91411 0.45324 0.87847
C1 -0.33641 1.96582 -1.30477
C2 -0.60297 0.62964 0.83882
C3 0.05139 0.91002 -0.55911
C4 0.42344 -1.06459 1.09550
C5 1.32976 -0.40582 0.20277
C6 0.91035 -0.15540 -1.19280
H1 -0.14447 1.28346 1.59058
H2 1.71821 0.23070 -1.80904
H3 -1.25086 -2.32927 0.91517
H4 -2.41152 1.04260 0.21340
H5 -0.80215 2.83323 -0.85569
H6 0.84773 -1.21479 2.08434
H7 0.23388 -3.07591 0.74222
H8 2.20133 0.10350 0.58841
H9 0.35227 -0.95338 -1.67390
H10 -0.32421 1.95496 -2.38624

Cartesian forces (eV/Å) of the 2 atoms listed first:
-0.887 -0.113 -0.905
0.483 0.275 1.220

Calculated values
Highest occupied orbital energy (alpha / beta)   -0.296 / -0.267 hartree
Spin multiplicity   1
HOMO-LUMO gap (alpha / beta)   7.79 / 6.82 eV
Max |F|   0.0696 hartree/bohr
Total energy   -9358.4177 eV
Energy above the lowest of the compared OMol25 structures with the same formula, charge and spin   580.77 kJ/mol

---

3.
ORCA calculation (ωB97M-V with the def2-TZVPD basis set) on 4 unconnected molecules or ions with the total composition C3H15NO3.

CARTESIAN COORDINATES (ANGSTROEM)
O1 2.47306 0.21673 -2.67177
O2 2.10162 0.69286 0.91276
O3 0.53816 1.86194 -1.22448
N1 -0.62856 -0.12719 1.14090
C1 -1.40843 -1.26852 0.55739
C2 -1.36321 1.13846 1.56581
C3 -0.74526 -2.16073 -0.59741
H1 -0.51215 1.80881 1.90612
H2 -0.13728 -0.40337 1.95127
H3 -2.31230 -0.72810 0.12960
H4 -1.83915 1.67455 0.71084
H5 -0.16582 -3.04750 -0.19259
H6 0.08230 1.05205 -0.84562
H7 2.50108 0.62673 -3.52553
H8 -2.23636 0.99476 2.29675
H9 1.95372 0.92204 -2.27783
H10 -0.17850 -1.39896 -1.19111
H11 -1.90371 -1.92650 1.27524
H12 2.94951 0.26397 1.09941
H13 1.52252 0.05297 0.59119
H14 -1.61167 -2.44758 -1.21247
H15 0.92040 2.20257 -0.39847

Cartesian forces (eV/Å) of the 2 atoms listed first:
-0.091 0.150 0.116
2.161 1.788 1.234

Calculated values
SMILES   CCNC.O.O.O
Highest occupied orbital energy   -0.350 hartree
Spin multiplicity   1
HOMO-LUMO gap   10.26 eV
Max |F|   0.0596 hartree/bohr
Total energy   -10985.9806 eV
Energy above the lowest of the compared OMol25 structures with the same formula, charge and spin   157.28 kJ/mol

---

4.
ORCA calculation (ωB97M-V with the def2-TZVPD basis set) on a molecular structure, C19H43Cl2F3P2Tl.

CARTESIAN COORDINATES (ANGSTROEM)
Tl1 -0.93452 0.24098 0.32316
Cl1 0.83637 0.40237 -1.62724
Cl2 0.81672 -0.12944 2.09979
P1 0.31635 2.81054 -0.39210
P2 -0.61962 -2.65651 -0.28674
F1 4.47571 -1.11226 1.35017
F2 4.17788 -2.52593 3.01130
F3 3.64748 -0.42599 3.25451
C1 -2.01071 -3.36117 2.05372
C2 2.02265 -2.83286 -1.18810
C3 0.65254 -3.50755 -1.35190
C4 3.65663 -1.45065 2.38137
C5 -2.21639 -2.81546 -1.25322
C6 0.47372 -3.65785 2.10160
C7 -2.53288 -4.26468 -1.63003
C8 -0.78818 -3.75152 1.23213
C9 -1.60767 3.57552 1.52536
C10 3.05543 2.40061 0.29889
C11 -1.96727 2.93804 -2.06926
C12 2.13099 3.06660 -0.73501
C13 0.75472 3.47285 2.33430
C14 -0.88359 5.14087 -1.64351
C15 -3.44341 -2.13614 -0.61333
C16 -0.14606 3.81299 1.14993
C17 0.77261 -5.01964 -1.10631
C18 -0.62691 3.63513 -1.79013
C19 2.42866 4.54328 -0.96592
H1 1.96975 -1.77867 -1.48629
H2 0.41622 4.04485 3.20786
H3 2.37048 -2.87123 -0.14521
H4 3.93112 1.98973 -0.21950
H5 -2.58061 0.76026 0.18778
H6 0.59504 -2.62685 2.47841
H7 2.26374 2.53255 -1.69154
H8 -2.37894 3.35762 -2.99900
H9 -0.17807 -5.55238 -1.24356
H10 -2.93693 -3.48516 1.48663
H11 -1.79457 2.50787 1.71005
H12 1.16246 -5.22320 -0.09773
H13 1.91378 4.90270 -1.86577
H14 -1.81964 4.12505 2.45127
H15 0.36844 -4.34807 2.95421
H16 0.30086 -3.34213 -2.38751
H17 -4.10014 -2.87062 -0.12227
H18 2.56281 1.55790 0.80446
H19 -1.78965 -4.68342 -2.31876
H20 2.13144 5.15547 -0.09806
H21 -3.18680 -1.34601 0.10550
H22 -2.31254 3.91951 0.76243
H23 1.38998 -3.91975 1.56265
H24 -2.69269 3.11998 -1.26284
H25 -2.61268 -4.90684 -0.73621
H26 1.80190 3.72908 2.15644
H27 -1.85918 1.85371 -2.19249
H28 -2.06432 -4.03037 2.92337
H29 -1.59252 5.36076 -0.83043
H30 3.50636 4.67124 -1.13981
H31 -4.02706 -1.65024 -1.40969
H32 0.69446 2.39793 2.56781
H33 1.47951 -5.43949 -1.83731
H34 0.02901 5.72825 -1.49202
H35 -0.89907 -4.78276 0.85273
H36 2.75506 -3.34769 -1.82886
H37 3.41475 3.13351 1.03540
H38 0.05500 3.47267 -2.64558
H39 -1.95501 -2.25808 -2.17432
H40 -1.34404 5.49060 -2.58023
H41 -1.93753 -2.31715 2.39700
H42 -3.50312 -4.28403 -2.14680
H43 0.01167 4.86079 0.84439

Cartesian forces (eV/Å) of the 2 atoms listed first:
1.827 0.120 0.277
-0.360 -1.219 -1.047

Calculated values
Highest occupied orbital energy (alpha / beta)   -0.056 / -0.056 hartree
Spin multiplicity   1
HOMO-LUMO gap (alpha / beta)   3.62 / 3.62 eV
Max |F|   0.1139 hartree/bohr
Total energy   -76868.8514 eV
Charge   -1

---

> Look up the spin multiplicity of the third one.

1

---

> Which value of total energy does entry 3 give?

-10985.9806 eV